(1)
Here is a molecular structure, C31H53F6N3O11Y at a distorted geometry from the OMol25 dataset. Energies are from ωB97M-V/def2-TZVPD.

Geometry as XYZ:
```
105
Properties=species:S:1:pos:R:3:forces:R:3
Y -6.368318 -2.610333 -34.071020 0.12 0.02 0.02
C -6.281879 -9.463977 -33.808408 -1.53 2.75 0.20
O -7.612184 -9.607596 -33.196237 1.76 -0.70 -0.39
O -6.159690 -8.098346 -34.064796 0.29 -2.99 0.43
C -5.243672 -10.062868 -32.784955 0.24 -0.33 -0.77
F -5.246272 -9.404576 -31.680715 -0.27 1.68 1.84
F -5.585078 -11.303550 -32.476053 -0.34 -1.09 -0.41
F -3.957771 -10.092974 -33.196510 -0.62 0.17 -0.81
C -8.680422 -10.253633 -33.885075 -1.20 1.00 -0.08
C -9.653638 -10.653597 -32.815961 0.13 0.22 1.20
H -10.610215 -11.018622 -33.189887 0.31 -0.39 -0.13
H -9.102409 -11.334009 -32.166908 -0.51 -0.58 -0.05
H -9.899461 -9.833524 -32.141297 0.05 0.36 -0.25
H -8.537481 -11.126964 -34.521449 1.24 -0.01 0.02
H -9.164102 -9.499577 -34.506007 0.09 0.20 -0.34
H -6.289860 -10.062065 -34.719649 0.38 -0.13 -0.48
C -1.058853 -0.779045 -36.758943 -3.07 -2.86 1.88
O -1.078777 -2.249459 -36.771616 1.70 1.22 -0.93
O -2.297837 -0.567101 -36.063791 3.52 0.91 -1.49
C 0.314779 -0.176014 -36.227831 -0.75 1.60 0.53
F 0.689910 -0.774759 -35.102045 0.26 -0.07 -0.50
F 1.337512 -0.136286 -37.125721 -0.97 -1.02 0.52
F 0.096234 1.138432 -35.952795 -0.20 -0.70 0.05
C -0.161788 -2.838592 -37.751023 -1.25 -0.88 -0.24
C -0.519989 -4.366197 -37.923456 1.16 1.55 1.34
H -1.597082 -4.511524 -38.006225 0.20 0.03 -0.40
H 0.099074 -4.782039 -38.718394 -0.45 0.03 -0.26
H -0.173537 -4.852979 -37.011803 -0.22 -0.21 0.07
H 0.859613 -2.644486 -37.423684 0.08 -0.34 0.00
H -0.305441 -2.362925 -38.721187 -0.03 0.27 -0.03
H -1.174143 -0.419069 -37.781301 -0.18 0.36 -0.48
O -10.401323 1.348173 -36.096508 -1.36 1.26 -0.45
C -10.970560 1.998546 -36.972565 1.45 -2.07 0.40
O -12.221266 2.426305 -36.989908 -0.10 0.20 -0.23
C -13.075266 2.415742 -35.825278 1.38 0.11 -0.15
C -14.348044 3.039668 -36.265555 -0.83 0.67 -0.12
C -10.318019 2.232180 -38.304740 -0.48 -0.05 -0.26
H -12.534940 3.030380 -35.105298 -0.31 -0.11 0.40
H -13.159583 1.398450 -35.443046 -0.11 0.02 -0.05
H -14.239373 4.073324 -36.593983 0.45 0.12 0.26
H -15.035883 3.068806 -35.420483 -0.26 -0.22 -0.18
H -14.782246 2.575614 -37.151121 -0.11 -0.54 0.34
H -10.395075 3.294840 -38.534756 0.52 -0.03 -0.15
H -10.914597 1.723604 -39.062070 -0.19 0.02 -0.02
H -9.330979 1.772308 -38.353237 0.02 0.57 0.24
O -2.021215 -2.652482 -30.124548 1.40 -0.49 1.21
C -1.024563 -3.032096 -29.499207 -1.80 0.63 -1.55
O -0.599088 -2.507991 -28.377741 -0.01 -0.39 0.63
C -1.322224 -1.431835 -27.791448 0.58 0.74 -0.93
C -0.533206 -1.071009 -26.572230 -1.54 0.53 1.30
C -0.103086 -4.099246 -29.951704 -0.57 -0.51 -0.34
H -2.378404 -1.652749 -27.637259 0.14 -0.42 0.33
H -1.329369 -0.635466 -28.535665 0.08 0.24 0.03
H -0.790461 -1.759352 -25.767186 0.67 -0.55 -0.10
H -1.018564 -0.187771 -26.157004 0.37 0.58 -0.16
H 0.538961 -0.911427 -26.686676 -0.26 -0.16 -0.20
H 0.892067 -3.661343 -30.029246 0.01 -0.37 -0.25
H -0.544993 -4.478987 -30.872908 0.63 0.05 -0.18
H -0.112578 -4.922672 -29.237572 0.25 0.12 0.14
C -7.847303 -8.355322 -41.004150 0.45 0.41 -0.15
C -6.384087 -8.122917 -41.430185 -0.93 -0.36 0.71
C -6.070956 -6.612153 -41.627933 0.10 -1.26 -0.68
C -6.478487 -5.758532 -40.511958 -0.41 1.95 2.28
N -6.765893 -5.047766 -39.619679 0.75 -2.06 -2.44
H -7.981686 -9.391908 -40.695045 -0.22 0.00 -0.35
H -8.439849 -8.077401 -41.875782 -0.50 -0.33 0.20
H -8.163859 -7.734768 -40.165808 0.13 0.10 0.02
H -6.301879 -8.696027 -42.353711 0.46 0.46 -0.27
H -5.752210 -8.657247 -40.720730 0.39 0.56 0.13
H -6.579068 -6.312748 -42.544589 -0.33 0.30 0.15
H -5.019774 -6.491314 -41.889685 0.12 0.23 0.45
C -5.341995 -7.114206 -25.795587 -0.88 -0.33 -0.15
C -6.797259 -7.563152 -25.626166 0.92 0.64 2.05
C -7.635388 -7.595582 -26.835877 -1.01 -0.69 -1.03
C -7.447261 -6.486027 -27.744856 0.37 -0.16 -0.20
N -7.258279 -5.627272 -28.475579 -0.01 0.52 -0.37
H -5.390247 -6.173334 -26.343802 0.61 -0.01 -0.02
H -4.799798 -7.888848 -26.337862 0.28 0.28 -0.13
H -4.896207 -6.968211 -24.811684 0.10 0.03 -0.16
H -7.271687 -6.852351 -24.949576 0.05 -0.04 0.32
H -6.818701 -8.538422 -25.139862 -0.18 -0.01 0.02
H -8.690297 -7.546452 -26.565964 -0.10 -0.34 0.08
H -7.464391 -8.542375 -27.348166 -0.13 0.12 -0.46
C -15.749132 -6.423136 -33.355333 0.03 0.59 0.10
C -15.638681 -6.739251 -34.850026 0.01 -1.38 2.12
C -14.757304 -5.819693 -35.622834 -0.90 1.11 -1.32
C -13.503627 -5.330127 -35.035236 3.27 0.98 1.13
N -12.481621 -4.916191 -34.600802 -3.64 -1.49 -1.47
H -15.985631 -5.370489 -33.200074 0.00 0.12 0.09
H -14.805507 -6.630751 -32.850762 0.05 0.10 0.01
H -16.519669 -6.994948 -32.838234 -0.02 -0.14 -0.26
H -16.648367 -6.782423 -35.258411 0.25 -0.01 -0.39
H -15.191025 -7.733027 -34.838706 -0.26 -0.28 -0.55
H -15.381523 -4.969220 -35.896965 0.20 0.70 0.49
H -14.680926 -6.220554 -36.633577 1.04 -0.30 0.04
C -6.874533 5.311647 -29.093937 0.28 3.19 0.57
C -6.804810 4.599105 -27.823868 0.84 -0.77 1.40
O -6.332995 3.322177 -28.285059 0.70 -1.03 2.51
C -6.738953 3.135435 -29.516611 -0.25 -1.47 -0.97
O -6.802481 2.094371 -30.123398 0.27 1.07 0.64
O -7.084748 4.318218 -29.985085 -1.87 -0.51 -3.65
H -5.994148 5.864597 -29.421457 0.32 0.02 0.43
H -7.673498 6.044560 -28.981670 -0.33 -0.09 -0.82
H -7.788087 4.487293 -27.366966 -0.03 -0.22 -0.01
H -6.125870 5.022594 -27.083742 0.08 -0.24 -0.13
```
Positions in Å, forces in eV/Å.

The calculation puts the energy above the lowest of the compared OMol25 structures with the same formula, charge and spin at 23.498 eV. The value obtained for the highest occupied orbital energy is -0.36479 hartree. Its net charge is +1. For the calculated total energy, the calculation gives -77325.3178 eV. The value obtained for the HOMO-LUMO gap is 1.58 eV.

(2)
Here is a molecular structure, C44H39AlN3O28 at a distorted geometry from the OMol25 dataset. Energies are from ωB97M-V/def2-TZVPD.

Geometry as XYZ:
```
115
Properties=species:S:1:pos:R:3:forces:R:3
N 2.620154 1.742810 2.544681 0.72 0.28 0.00
C 2.273378 3.126112 2.815628 -0.89 1.42 -0.13
N 2.655230 3.577589 4.182431 0.01 -0.09 -0.32
N 3.139217 3.931945 1.886933 -0.47 -0.87 0.41
C 0.767088 3.481284 2.504493 0.73 -0.75 0.00
Al -0.611186 1.987239 2.826602 -0.20 0.28 -0.17
H 3.640629 1.732046 2.557434 -0.02 -0.13 0.06
H 2.349646 1.133722 3.308150 -0.48 0.04 -0.11
H 2.657531 4.591790 4.105493 0.17 -0.02 0.25
H 1.892002 3.379135 4.824743 -0.06 -0.17 -0.11
H 3.033005 3.439063 1.003267 -0.42 0.25 0.00
H 2.622543 4.790641 1.734043 0.47 0.11 0.08
H 0.731716 3.715055 1.417062 -0.27 -0.30 0.62
H 0.478697 4.388925 3.073664 0.20 -0.27 -0.33
H 0.038663 0.540311 3.066437 0.25 -0.21 0.20
H -1.534309 2.405660 4.085240 -0.08 -0.04 0.30
H -1.531958 1.884573 1.498515 -0.14 0.00 -0.19
C -3.913884 5.417765 0.737696 0.14 0.14 0.17
C -4.963023 5.820836 0.024537 0.45 0.25 -0.20
C -6.332449 5.294519 0.285977 -0.21 -0.58 0.53
O -7.268864 5.709192 -0.382893 0.66 0.37 -0.50
C -6.497241 4.291773 1.336839 -0.23 0.38 -0.46
C -5.441218 3.882509 2.050540 -0.61 -0.69 0.51
C -4.079132 4.433079 1.805392 0.59 0.36 -0.37
O -3.149240 4.058353 2.479613 -0.35 -0.08 0.35
O -5.548984 2.963669 3.017068 0.44 0.53 -0.39
O -4.838657 6.728124 -0.976098 -0.31 -0.32 0.27
H -2.899209 5.775310 0.574468 -0.70 -0.12 0.11
H -7.493059 3.905352 1.503491 0.01 0.01 0.01
H -4.642951 2.849309 3.368033 0.11 -0.15 0.07
H -5.734736 6.847059 -1.330737 -0.09 0.05 -0.10
C 1.080534 5.928411 -0.180260 -0.38 0.10 0.07
C 2.148386 6.329984 -0.865590 0.41 -0.32 0.56
C 2.021869 6.974186 -2.205298 -0.40 0.14 -0.49
O 3.025257 7.342201 -2.787556 0.19 -0.07 0.18
C 0.676209 7.129337 -2.765241 0.38 0.01 0.07
C -0.395447 6.718977 -2.077694 -0.44 0.28 -0.72
C -0.257177 6.098913 -0.724166 0.72 -0.34 0.63
O -1.236505 5.738271 -0.103849 0.09 0.29 -0.69
O -1.638556 6.846382 -2.569997 0.43 -0.22 0.57
O 3.380934 6.161057 -0.369936 -0.18 0.50 -0.51
H 1.159949 5.458932 0.790508 -0.17 0.08 -0.12
H 0.594748 7.581305 -3.743713 -0.02 0.00 0.01
H -2.236376 6.485910 -1.890863 -0.20 0.02 -0.02
H 3.991011 6.522072 -1.034232 0.12 0.02 -0.04
C 7.153384 2.477342 -0.514330 0.51 0.19 -0.71
C 5.935627 2.880754 -0.140441 0.42 0.23 1.44
C 4.834188 3.047283 -1.134615 0.13 -0.17 -0.56
O 3.741676 3.401308 -0.749254 -0.18 -0.13 -0.48
C 5.129115 2.777324 -2.543162 -0.26 0.14 0.20
C 6.347254 2.376449 -2.908569 -0.38 0.00 -0.75
C 7.441423 2.186866 -1.912769 0.17 0.09 1.13
O 8.531467 1.800371 -2.299481 0.03 -0.08 -0.49
O 6.655515 2.120964 -4.193369 0.13 0.03 0.56
O 5.653684 3.146014 1.144940 0.34 -0.47 -1.64
H 7.959114 2.349245 0.194349 -0.04 -0.03 0.03
H 4.327950 2.916971 -3.256043 0.01 -0.01 -0.01
H 7.588744 1.849466 -4.181931 0.17 -0.07 -0.02
H 4.705401 3.409265 1.184712 -0.22 0.55 0.98
C 4.188017 -3.095871 -0.119010 0.25 -0.49 0.14
C 4.314540 -1.792336 -0.381885 -0.97 0.12 -0.12
C 5.642098 -1.109138 -0.316093 0.63 -0.08 0.18
O 5.718799 0.074984 -0.581883 -0.40 -0.32 -0.14
C 6.806963 -1.904527 0.073727 -0.13 0.34 -0.13
C 6.674787 -3.205664 0.338739 0.83 0.10 0.14
C 5.353757 -3.893134 0.246508 -0.95 0.19 -0.18
O 5.285035 -5.086330 0.480604 0.43 -0.19 0.06
O 7.722464 -3.965300 0.701680 -0.60 0.05 -0.14
O 3.260622 -1.038899 -0.717518 0.84 -0.19 0.06
H 3.235412 -3.604034 -0.164681 -0.01 0.04 -0.02
H 7.759276 -1.395970 0.134686 0.00 -0.01 0.00
H 7.358996 -4.857488 0.832161 0.00 -0.17 0.05
H 3.608411 -0.141425 -0.852850 -0.16 0.24 0.04
C 1.687089 -8.509288 -2.307068 0.25 -0.51 0.16
C 1.814968 -7.205631 -2.568843 -0.93 0.01 -0.12
C 3.140222 -6.521498 -2.503044 0.84 -0.04 0.20
O 3.215417 -5.338872 -2.768789 -0.39 0.09 -0.08
C 4.304252 -7.314956 -2.113960 -0.12 0.31 -0.14
C 4.176663 -8.616027 -1.848612 0.84 0.03 0.15
C 2.858326 -9.306539 -1.940947 -0.73 0.25 -0.19
O 2.802863 -10.502928 -1.705462 0.18 0.29 -0.24
O 5.226577 -9.372461 -1.484620 -0.67 0.05 -0.17
O 0.763096 -6.446656 -2.905417 0.72 -0.11 0.11
H 0.732350 -9.015165 -2.354502 -0.02 0.05 -0.01
H 5.253887 -6.802745 -2.052637 -0.01 -0.01 0.04
H 4.868217 -10.266814 -1.352360 0.04 -0.17 0.07
H 1.120951 -5.552027 -3.041881 -0.06 0.18 -0.03
C -1.122258 -12.232881 0.939224 -0.25 -0.26 0.36
C 0.018828 -11.943061 0.308415 -0.64 0.67 -0.63
C 1.311116 -12.569359 0.700069 0.34 -0.50 0.53
O 2.305851 -12.274433 0.074423 0.04 -0.17 0.14
C 1.311523 -13.506133 1.824973 0.18 0.17 -0.26
C 0.172432 -13.794475 2.458086 0.56 -0.49 0.46
C -1.127878 -13.185444 2.048732 -0.37 0.56 -0.54
O -2.140432 -13.495596 2.646759 0.11 -0.25 0.27
O 0.134537 -14.647603 3.496244 -0.29 0.40 -0.43
O 0.071659 -11.076405 -0.714168 0.38 -0.55 0.53
H -2.066341 -11.785554 0.661593 0.01 0.00 0.00
H 2.258716 -13.941574 2.110701 -0.01 -0.01 0.01
H -0.798491 -14.680469 3.767689 -0.14 -0.05 0.10
H 1.014147 -11.055677 -0.990589 0.14 0.10 -0.22
C -11.900454 5.188413 0.720509 -0.63 -0.10 -0.02
C -10.904876 5.688844 -0.020755 0.76 -0.22 0.88
C -11.156005 6.269959 -1.375007 -0.45 0.15 -0.54
O -10.228467 6.731435 -2.007364 0.20 -0.03 0.18
C -12.527966 6.252985 -1.886000 0.34 0.09 -0.05
C -13.516372 5.749714 -1.144674 -0.44 0.23 -0.71
C -13.270852 5.193786 0.218113 0.69 -0.20 0.64
O -14.213082 4.763999 0.858648 -0.35 0.04 -0.24
O -14.786633 5.716952 -1.584680 0.43 -0.10 0.43
O -9.639657 5.694616 0.411695 -1.26 0.43 -0.78
H -11.732997 4.767512 1.701827 0.03 0.02 -0.01
H -12.696170 6.660084 -2.873229 -0.01 0.00 0.01
H -15.296343 5.309936 -0.863669 -0.13 -0.06 0.10
H -9.106369 6.106865 -0.304502 0.30 -0.36 0.37
```
Positions in Å, forces in eV/Å.

The value obtained for the highest occupied orbital energy is -0.18932 hartree. Its net charge is -1. For the calculated total energy, the calculation gives -114654.7325 eV. The value obtained for the HOMO-LUMO gap is 4.63 eV.

(3)
Here is a single C12H14N2 molecule at a distorted geometry from the OMol25 dataset. Energies are from ωB97M-V/def2-TZVPD.

Geometry as XYZ:
```
28
Properties=species:S:1:pos:R:3:forces:R:3
C -2.240620 -1.248218 -0.595469 -1.03 0.16 0.89
C -3.291600 -0.408741 0.171244 1.90 0.86 -0.21
C -1.845499 1.594024 -0.181531 -1.21 -0.36 -1.12
C -0.433739 1.124474 -0.127825 -1.01 -0.84 0.21
C 0.649906 1.909762 -0.158918 0.60 0.81 0.20
C 1.790214 1.060921 -0.066728 0.45 -0.64 0.41
C 3.168215 1.297860 0.011743 0.09 -1.74 -0.12
C 4.011776 0.187644 0.067943 0.37 0.27 0.25
C 3.534835 -1.131542 0.113608 0.41 -0.58 -0.26
C 2.165692 -1.393374 0.099771 -0.19 -0.15 0.32
C 1.295300 -0.293725 0.043504 0.99 1.16 -0.28
C -0.924950 -1.405027 0.146560 0.61 -0.65 -0.99
H -2.702999 -2.213062 -0.757940 0.04 -0.54 0.14
H -2.069350 -0.899219 -1.601869 0.25 0.51 -0.26
H -4.115358 -0.164788 -0.470962 -0.69 -0.23 -0.29
H -3.585714 -0.958852 1.043224 -0.58 -0.40 0.30
H -2.362899 0.794449 1.625544 -0.44 -0.14 -0.85
H -2.273477 1.531621 -1.229988 0.56 -0.02 0.93
H -1.865663 2.663593 0.046248 0.06 -0.12 0.13
H 0.587955 2.998273 -0.139218 0.25 -0.41 -0.20
H 3.641935 2.250284 0.032808 -0.14 0.81 -0.12
H 5.096397 0.358435 0.123704 -0.53 -0.12 -0.08
H 4.289755 -1.965436 0.123316 -1.04 0.88 0.09
H 1.771750 -2.416602 0.188500 0.30 0.52 -0.12
H -0.428134 -2.244303 -0.438952 -0.11 0.93 1.13
H -1.014945 -1.683262 1.224258 -0.15 0.04 -0.80
N -2.773558 0.869556 0.679636 0.41 0.32 1.01
N -0.075217 -0.214754 0.027783 -0.19 -0.33 -0.31
```
Positions in Å, forces in eV/Å.

The SMILES is c1ccc2c(c1)cc1n2CCCNC1. The calculation puts the energy above the lowest of the compared OMol25 structures with the same formula, charge and spin at 0.886 eV. The value obtained for the highest occupied orbital energy is -0.28686 hartree. For the calculated total energy, the calculation gives -15651.1336 eV. The value obtained for the HOMO-LUMO gap is 8.66 eV.